{"formula": "C2H5NOS", "method": "ωB97M-V with the def2-TZVPD basis set", "species": ["S", "O", "N", "C", "C", "H", "H", "H", "H", "H"], "positions_angstrom": [[0.861, -1.844, -0.019], [-2.015, -1.015, 0.086], [-1.174, 0.032, -0.004], [1.034, 0.938, 0.054], [0.158, -0.334, 0.055], [1.765, 0.713, -0.636], [-1.369, -1.838, 0.287], [1.544, 0.852, 0.991], [-1.358, 0.620, -0.847], [0.555, 1.876, 0.033]], "homo_ev": -9.18, "fmax_ev_per_a": 3.3, "energy_ev": -16525.54675, "smiles": "CC(=S)NO", "relative_energy_kcal_mol": 65.4, "total_charge": 0}

{"formula": "C22H68N14O12", "method": "ωB97M-V with the def2-TZVPD basis set", "species": ["O", "O", "O", "O", "O", "O", "O", "O", "O", "O", "O", "O", "N", "N", "N", "N", "N", "N", "N", "N", "N", "N", "N", "N", "N", "N", "C", "C", "C", "C", "C", "C", "C", "C", "C", "C", "C", "C", "C", "C", "C", "C", "C", "C", "C", "C", "C", "C", "H", "H", "H", "H", "H", "H", "H", "H", "H", "H", "H", "H", "H", "H", "H", "H", "H", "H", "H", "H", "H", "H", "H", "H", "H", "H", "H", "H", "H", "H", "H", "H", "H", "H", "H", "H", "H", "H", "H", "H", "H", "H", "H", "H", "H", "H", "H", "H", "H", "H", "H", "H", "H", "H", "H", "H", "H", "H", "H", "H", "H", "H", "H", "H", "H", "H", "H", "H"], "positions_angstrom": [[1.825, 2.476, -7.316], [-4.844, 5.938, -2.278], [-5.817, -0.928, -5.714], [2.853, -0.411, 5.767], [0.943, -3.732, 8.640], [-4.936, 1.699, 6.930], [-0.004, -6.589, -4.508], [-1.827, -9.775, 0.822], [-1.785, 5.589, 4.588], [2.857, -4.136, -8.954], [4.976, 6.554, 3.535], [-0.064, 0.542, -0.011], [-1.094, -11.643, 1.928], [-3.691, 6.390, 3.649], [0.421, -8.722, -4.187], [-4.992, -1.578, -3.653], [-2.518, 5.024, 2.533], [-4.579, -2.723, -5.391], [-0.202, -1.512, 0.882], [-0.297, -9.658, 2.335], [-3.945, 0.640, 5.297], [2.116, -2.226, -9.699], [-5.890, 1.623, 4.897], [1.172, -7.760, -5.939], [1.681, -2.795, -7.701], [-0.358, -1.278, -1.255], [-3.776, 4.925, -4.260], [2.321, -3.090, -8.763], [0.479, -7.610, -4.844], [3.864, 3.806, -7.473], [-0.156, -0.651, -0.128], [2.955, 2.955, -6.602], [-4.946, 1.341, 5.779], [-2.878, 6.926, -3.302], [-0.886, -4.392, 7.106], [3.706, 6.974, 3.079], [0.122, -4.818, 8.223], [-2.593, 5.664, 3.693], [3.425, 6.340, 1.718], [-4.172, 6.246, -3.500], [-5.159, -1.701, -5.012], [3.924, -0.093, 5.032], [3.735, 8.491, 3.094], [4.732, 0.675, 5.921], [4.562, -1.432, 4.517], [-1.169, -10.373, 1.672], [2.256, 3.854, -5.524], [1.219, -5.795, 7.506], [-3.209, 5.186, 1.815], [3.368, 4.631, -7.984], [3.584, 5.270, 1.850], [-6.643, 2.229, 5.188], [4.124, 8.816, 2.129], [1.538, -5.486, 6.511], [3.577, 0.633, 4.297], [-1.623, -3.691, 7.497], [0.638, -6.691, 7.286], [1.272, -8.686, -6.331], [-5.605, 6.520, -2.343], [4.314, 9.016, 3.853], [1.695, 4.644, -6.023], [4.388, 3.195, -8.208], [-5.553, -0.921, -3.130], [5.033, 6.836, 4.451], [-4.577, -2.890, -6.387], [1.815, 3.138, -4.830], [-0.583, -0.781, -2.105], [2.317, -2.373, -10.678], [-4.812, -2.434, -3.150], [1.569, -6.974, -6.432], [-0.388, -2.280, -1.379], [1.816, -1.331, -9.341], [5.571, 0.967, 5.289], [2.740, 8.936, 3.123], [1.809, 3.109, -8.037], [-0.115, -8.666, 2.388], [4.225, 1.488, 6.441], [1.493, -3.505, -7.008], [1.351, -1.846, -7.598], [-2.153, 6.418, -2.665], [-3.148, 7.811, -2.727], [4.657, 4.281, -6.895], [-3.828, 7.152, 4.298], [0.262, -1.122, 1.691], [-0.669, -12.030, 2.758], [-0.204, -2.520, 0.816], [4.946, -2.087, 5.299], [2.895, 4.517, -4.939], [4.079, 6.740, 0.944], [-2.920, 4.375, -3.869], [-1.522, -12.254, 1.248], [-3.218, 0.519, 5.988], [-3.856, 0.616, 4.291], [1.156, -3.234, 7.847], [-2.421, 7.315, -4.212], [0.751, -9.547, -4.668], [-0.296, -8.716, -3.476], [5.453, -1.362, 3.893], [0.285, -10.165, 2.986], [2.495, 0.304, 6.299], [-4.280, 6.196, 2.852], [5.258, 0.156, 6.723], [3.446, 2.088, -6.160], [-0.261, -5.236, 9.154], [-4.661, 4.311, -4.092], [2.105, -6.148, 8.034], [-1.857, 4.260, 2.526], [-4.905, 6.824, -4.064], [3.802, -1.879, 3.876], [3.021, 6.590, 3.835], [-3.659, 5.144, -5.322], [-0.447, -3.906, 6.234], [-3.996, -3.248, -4.756], [-5.975, 1.201, 3.983], [2.453, 6.538, 1.265], [-1.490, -5.215, 6.724]], "homo_ev": -9.61, "fmax_ev_per_a": 8.6, "energy_ev": -69347.68776, "smiles": "NC(N)=O.NC(N)=O.NC(N)=O.NC(N)=O.NC(N)=O.NC(N)=O.NC(N)=O.CC(C)O.CC(C)O.CC(C)O.CC(C)O.CC(C)O", "relative_energy_kcal_mol": 203.9, "total_charge": 0}

{"formula": "C4H14N3", "method": "ωB97M-V with the def2-TZVPD basis set", "species": ["N", "N", "N", "C", "C", "C", "C", "H", "H", "H", "H", "H", "H", "H", "H", "H", "H", "H", "H", "H", "H"], "positions_angstrom": [[1.302, 1.052, 0.668], [-1.705, -1.533, -0.184], [-0.075, -0.598, -1.666], [-1.701, -0.630, 0.960], [0.986, 2.476, 0.850], [-0.423, -1.737, -0.776], [1.869, 0.561, -0.355], [2.119, 1.206, -1.185], [-0.976, -0.933, 1.729], [1.455, 2.833, 1.764], [0.999, 0.420, 1.402], [1.996, -0.503, -0.478], [-0.421, -2.656, -1.342], [0.147, -0.950, -2.593], [0.383, -1.859, -0.032], [-0.948, -0.102, -1.818], [-1.457, 0.385, 0.632], [-0.092, 2.583, 0.941], [-2.685, -0.629, 1.415], [1.341, 3.030, -0.011], [-2.115, -2.417, 0.079]], "homo_ev": -12.85, "fmax_ev_per_a": 1.3, "energy_ev": -8837.92202, "relative_energy_kcal_mol": 48.4, "total_charge": 1}

{"formula": "C5H2O", "method": "ωB97M-V with the def2-TZVPD basis set", "species": ["O", "C", "C", "C", "C", "C", "H", "H"], "positions_angstrom": [[0.468, -1.364, -0.021], [-1.427, -0.053, -0.108], [2.392, 0.260, 0.035], [-2.462, 0.449, 0.275], [-0.312, -0.525, -0.829], [1.493, -0.530, -0.076], [3.230, 0.910, 0.094], [-3.382, 0.854, 0.630]], "homo_ev": [-9.10, -9.10], "fmax_ev_per_a": 1.1, "energy_ev": -7256.29066, "relative_energy_kcal_mol": 97.3, "total_charge": 0}

{"formula": "C5H9ClNO4P", "method": "ωB97M-V with the def2-TZVPD basis set", "species": ["Cl", "P", "O", "O", "O", "O", "N", "C", "C", "C", "C", "C", "H", "H", "H", "H", "H", "H", "H", "H", "H"], "positions_angstrom": [[3.435, 2.423, 0.065], [1.984, 1.213, -0.406], [-2.472, 0.592, 2.223], [-3.663, -1.209, 2.344], [1.049, 1.045, 0.715], [0.037, -0.633, -1.670], [3.056, -0.830, -1.061], [-0.842, -0.901, -0.925], [-1.473, -1.505, 1.391], [-2.590, -0.716, 2.087], [-1.791, -1.130, -0.085], [1.144, 2.014, -1.817], [-2.882, -1.104, -0.431], [2.424, -1.515, -1.511], [-1.591, -2.559, 1.693], [-0.482, -1.102, 1.784], [-1.511, 0.876, 2.017], [1.197, 3.152, -1.835], [0.097, 1.603, -1.668], [1.638, 1.559, -2.725], [3.236, -1.274, -0.185]], "s2": 2.01, "homo_ev": [-7.13, -9.69], "fmax_ev_per_a": 3.5, "energy_ev": -36818.49317, "multiplicity": 3, "relative_energy_kcal_mol": 11.1, "total_charge": 0}